{
  "formula": "C72H190N6O26",
  "method": "the ωB97M-V functional and the def2-TZVPD basis",
  "gap_ev": 7.9,
  "energy_ev": -139907.0134,
  "homo_energy_ev": -7.90,
  "lumo_energy_ev": 0.035,
  "symbols": ["C", "C", "O", "H", "H", "H", "H", "H", "H", "C", "C", "O", "H", "H", "H", "H", "H", "H", "C", "C", "O", "H", "H", "H", "H", "H", "H", "C", "C", "O", "H", "H", "H", "H", "H", "H", "C", "C", "O", "H", "H", "H", "H", "H", "H", "C", "C", "O", "H", "H", "H", "H", "H", "H", "C", "C", "O", "H", "H", "H", "H", "H", "H", "C", "C", "O", "H", "H", "H", "H", "H", "H", "C", "C", "O", "H", "H", "H", "H", "H", "H", "C", "C", "C", "C", "C", "C", "N", "O", "C", "C", "C", "H", "H", "H", "H", "H", "H", "H", "H", "H", "H", "H", "H", "H", "H", "H", "H", "H", "H", "H", "C", "C", "C", "C", "C", "C", "N", "O", "C", "C", "C", "H", "H", "H", "H", "H", "H", "H", "H", "H", "H", "H", "H", "H", "H", "H", "H", "H", "H", "H", "C", "C", "C", "C", "C", "C", "N", "O", "C", "C", "C", "H", "H", "H", "H", "H", "H", "H", "H", "H", "H", "H", "H", "H", "H", "H", "H", "H", "H", "H", "C", "C", "C", "C", "C", "C", "N", "O", "C", "C", "C", "H", "H", "H", "H", "H", "H", "H", "H", "H", "H", "H", "H", "H", "H", "H", "H", "H", "H", "H", "C", "C", "C", "C", "C", "C", "N", "O", "C", "C", "C", "H", "H", "H", "H", "H", "H", "H", "H", "H", "H", "H", "H", "H", "H", "H", "H", "H", "H", "H", "C", "C", "C", "C", "C", "C", "N", "O", "C", "C", "C", "H", "H", "H", "H", "H", "H", "H", "H", "H", "H", "H", "H", "H", "H", "H", "H", "H", "H", "H", "O", "H", "H", "O", "H", "H", "O", "H", "H", "O", "H", "H", "O", "H", "H", "O", "H", "H", "O", "H", "H", "O", "H", "H", "O", "H", "H", "O", "H", "H", "O", "H", "H"],
  "coordinates": [[-2.29336, 2.30750, 5.24373], [-2.18223, 1.65183, 6.60586], [-2.91587, 2.27051, 7.54293], [-1.83625, 3.29270, 5.33610], [-3.35186, 2.46241, 5.03468], [-1.84910, 1.67670, 4.47377], [-1.18118, 1.47811, 7.00059], [-2.47135, 0.60157, 6.56756], [-3.62472, 2.76030, 7.11957], [1.99923, 7.80579, 0.52036], [1.67263, 6.74941, -0.57427], [0.33928, 6.92841, -1.05898], [2.68069, 8.62192, 0.28024], [2.41801, 7.22542, 1.34248], [1.09373, 8.32045, 0.84172], [1.73124, 5.72894, -0.19571], [2.41109, 6.77458, -1.37561], [0.07669, 7.83798, -0.89980], [1.53311, -0.18055, 7.38749], [0.98216, -1.58351, 6.92845], [2.08135, -2.24690, 6.43952], [2.21577, -0.25544, 8.23395], [0.66108, 0.34707, 7.77386], [1.99218, 0.51159, 6.68159], [0.20834, -1.26640, 6.22935], [0.55665, -2.21835, 7.70565], [1.83825, -3.14012, 6.18525], [0.77387, 2.56165, -3.73836], [-0.11745, 3.42186, -2.76881], [0.61966, 3.65035, -1.58786], [1.23541, 1.62514, -3.42526], [1.62315, 3.17196, -4.04555], [0.22945, 2.40912, -4.67026], [-1.02832, 2.90735, -2.46270], [-0.42777, 4.34323, -3.26163], [0.12924, 4.35350, -1.15582], [5.36930, 3.35545, 6.75499], [6.89684, 3.42978, 6.88064], [7.45544, 4.27790, 5.96139], [4.85327, 4.26636, 6.45157], [4.87875, 2.99521, 7.65925], [5.16267, 2.61303, 5.98414], [7.34232, 2.43594, 6.92452], [7.03640, 3.90521, 7.85151], [7.23922, 5.17395, 6.22961], [1.39639, -1.51453, -5.63429], [0.59930, -0.70496, -6.55528], [1.04911, 0.60336, -6.71011], [2.29003, -1.89944, -6.12557], [0.88088, -2.41449, -5.29900], [1.67510, -1.02200, -4.70272], [-0.40990, -0.77680, -6.14975], [0.61010, -1.22554, -7.51286], [1.95703, 0.61166, -6.39830], [-3.60921, -7.03014, 0.79062], [-3.81763, -8.47032, 1.18610], [-2.54515, -9.10665, 1.18365], [-4.60436, -6.59884, 0.68219], [-3.12442, -6.93870, -0.18135], [-3.18948, -6.40974, 1.58247], [-4.53115, -8.99778, 0.55301], [-4.21293, -8.44456, 2.20156], [-2.76313, -10.03688, 1.08999], [-0.77281, -5.14229, 5.92937], [0.01736, -5.36496, 4.64706], [1.32424, -4.89850, 4.71488], [-1.19357, -4.13679, 5.92565], [-0.27383, -5.40163, 6.86311], [-1.59238, -5.85503, 6.02105], [-0.56353, -4.89837, 3.85148], [0.00193, -6.42992, 4.41523], [1.90033, -5.63766, 4.92311], [5.13819, -4.54766, -2.80064], [4.34916, -3.82010, -3.94318], [5.23777, -3.06318, -4.64315], [6.11254, -4.93999, -3.09193], [4.56181, -5.38031, -2.39744], [5.27641, -3.68067, -2.15463], [3.69057, -3.03257, -3.57693], [3.82927, -4.45153, -4.66368], [4.96419, -2.14680, -4.55944], [5.57322, 5.51431, -1.36351], [5.39468, 4.36682, -2.32945], [6.29510, 4.79023, -3.53014], [6.71216, 3.67304, -4.60298], [7.12341, 2.42264, -3.86623], [6.18135, 1.91333, -2.72009], [5.74811, 3.04192, -1.82718], [4.97371, 2.62128, -0.72112], [4.96205, 1.22511, -3.28315], [6.96637, 0.91826, -1.79568], [3.96405, 4.42601, -2.76406], [6.53728, 5.54020, -0.85557], [4.94818, 5.45552, -0.47245], [5.25508, 6.47973, -1.75700], [5.85409, 5.58116, -4.13680], [7.16963, 5.35347, -3.20448], [7.53043, 4.07309, -5.20173], [5.84744, 3.39454, -5.20531], [8.12991, 2.46167, -3.44967], [7.20806, 1.54418, -4.50594], [5.34012, 0.34043, -3.79549], [4.34984, 0.84828, -2.46382], [4.47750, 1.68494, -4.14447], [7.13755, -0.00780, -2.34452], [7.85287, 1.48776, -1.51663], [6.42953, 0.62947, -0.89207], [3.81902, 3.70074, -3.56472], [3.72064, 5.32804, -3.32549], [3.23925, 4.30789, -1.95856], [4.22145, 2.38966, -1.27073], [-5.84188, -4.13564, 0.27831], [-5.32261, -2.84811, 0.91664], [-4.94809, -1.93652, -0.31650], [-4.50560, -0.42304, 0.10687], [-5.69480, 0.17596, 0.80872], [-6.14198, -0.71637, 2.01307], [-6.34698, -2.13856, 1.69192], [-6.85749, -2.83859, 2.75140], [-5.21852, -0.48042, 3.17126], [-7.57264, -0.10822, 2.41753], [-4.02481, -3.16241, 1.66542], [-6.21187, -4.77355, 1.08099], [-5.24093, -4.70696, -0.42919], [-6.75749, -3.89473, -0.26182], [-4.06492, -2.33493, -0.81588], [-5.70449, -2.04834, -1.09332], [-4.24130, 0.14873, -0.78270], [-3.60084, -0.42918, 0.71471], [-6.53515, 0.18860, 0.11463], [-5.44245, 1.18801, 1.12523], [-5.03079, 0.56386, 3.42091], [-5.48693, -1.06513, 4.05112], [-4.21510, -0.85963, 2.97768], [-8.49277, -0.59135, 2.08886], [-7.61962, -0.11491, 3.50650], [-7.64920, 0.90943, 2.03464], [-4.25373, -3.34117, 2.71602], [-3.44526, -2.24239, 1.74151], [-3.42730, -3.99425, 1.29243], [-7.74546, -3.00032, 2.42436], [0.13615, 2.01094, 1.38818], [1.15716, 0.81409, 1.40950], [0.81641, -0.30348, 2.40383], [-0.15499, -1.42811, 1.87871], [0.11583, -1.89947, 0.51169], [0.48202, -0.75407, -0.59379], [1.31482, 0.25975, 0.02937], [1.84006, 1.22869, -0.92520], [1.32528, -1.40548, -1.69183], [-0.87803, -0.27647, -1.18831], [2.59077, 1.32628, 1.86576], [-0.05654, 2.30561, 2.41975], [-0.72576, 1.95237, 0.72351], [0.60065, 2.88502, 0.93172], [1.68048, -0.80699, 2.83735], [0.27586, 0.15599, 3.23136], [-1.08885, -0.86955, 1.94210], [-0.31713, -2.25291, 2.57262], [-0.62497, -2.61991, 0.16490], [1.04808, -2.46248, 0.46650], [0.79839, -2.31582, -1.97776], [1.15433, -0.74522, -2.54208], [2.39540, -1.58452, -1.58750], [-0.89369, 0.51342, -1.93926], [-1.35075, -1.03361, -1.81390], [-1.60290, -0.10491, -0.39255], [3.43419, 0.64621, 1.74642], [2.49187, 1.81814, 2.83344], [2.79768, 2.22111, 1.27876], [1.15917, 1.90542, -0.92679], [-2.19969, -8.84580, -2.76798], [-0.88678, -8.05751, -2.87682], [-1.14222, -6.75606, -3.65865], [-0.13337, -5.59484, -3.52949], [-0.11086, -5.26602, -2.00547], [0.34242, -6.53150, -1.15629], [-0.43861, -7.72214, -1.49907], [-0.31012, -8.80717, -0.60033], [1.91126, -6.76362, -1.25303], [0.00791, -6.06094, 0.26989], [0.23602, -8.97854, -3.56493], [-2.98708, -8.27721, -2.27321], [-2.00614, -9.78760, -2.25452], [-2.46610, -9.10212, -3.79337], [-1.01839, -7.10776, -4.68288], [-2.19097, -6.47262, -3.56985], [-0.38177, -4.79107, -4.22255], [0.83237, -6.02860, -3.78887], [-1.06273, -4.88544, -1.63508], [0.60878, -4.45158, -1.92235], [2.53704, -5.99306, -0.80276], [2.24980, -7.63058, -0.68567], [2.22043, -6.96891, -2.27790], [-1.03764, -5.76155, 0.34273], [0.07139, -6.87805, 0.98849], [0.53104, -5.20715, 0.70057], [0.15244, -9.06490, -4.64829], [0.24842, -9.99702, -3.17682], [1.21340, -8.57549, -3.29963], [-0.98643, -8.76500, 0.07969], [-3.21855, 7.86592, 3.81145], [-3.95225, 7.20887, 2.58676], [-3.11719, 7.65068, 1.30042], [-3.36275, 6.82334, 0.05980], [-3.09570, 5.37454, 0.33726], [-3.93943, 4.83248, 1.52070], [-3.88059, 5.77344, 2.66466], [-4.64099, 5.38559, 3.82326], [-5.27960, 4.40277, 1.13693], [-3.19160, 3.52856, 1.91753], [-5.35300, 7.71649, 2.36185], [-3.80936, 7.87691, 4.72739], [-3.03638, 8.93932, 3.75916], [-2.27153, 7.38508, 4.05645], [-3.35042, 8.64158, 0.91079], [-2.05687, 7.83841, 1.46951], [-2.67752, 7.22147, -0.68857], [-4.39501, 7.07841, -0.17998], [-2.04343, 5.11015, 0.44182], [-3.34913, 4.91912, -0.62006], [-5.26302, 3.51401, 0.50610], [-6.02129, 4.19302, 1.90764], [-5.76559, 5.15297, 0.51316], [-2.24786, 3.82430, 2.37581], [-3.81211, 2.98108, 2.62698], [-2.98526, 2.83950, 1.09856], [-5.40866, 8.68771, 1.87019], [-5.98063, 7.78858, 3.25010], [-5.82657, 7.10152, 1.59658], [-3.88685, 5.34649, 4.41602], [-4.58189, 2.07037, -3.44798], [-4.27288, 0.94307, -4.41453], [-4.83760, -0.39159, -3.90164], [-6.30500, -0.60483, -3.76811], [-6.92827, -0.33426, -5.17066], [-6.49428, 0.98606, -5.85701], [-4.93916, 1.14432, -5.69552], [-4.59686, 2.34694, -6.34418], [-6.75650, 0.90291, -7.36867], [-7.34155, 2.15214, -5.36868], [-2.77897, 0.72240, -4.62591], [-4.36193, 3.07309, -3.81441], [-3.95540, 1.82920, -2.58923], [-5.62357, 2.10723, -3.12917], [-4.32056, -1.25862, -4.31277], [-4.43980, -0.44765, -2.88838], [-6.81020, -0.05715, -2.97255], [-6.49639, -1.64932, -3.52212], [-8.01669, -0.27586, -5.16511], [-6.58039, -1.15889, -5.79281], [-6.59853, 1.83067, -7.91859], [-5.98214, 0.35150, -7.90197], [-7.76546, 0.54574, -7.57488], [-6.91632, 3.10228, -5.69196], [-8.41646, 2.15940, -5.54925], [-7.34931, 2.20268, -4.27988], [-2.21983, 0.85171, -3.69923], [-2.35781, 1.44988, -5.31981], [-2.42057, -0.27112, -4.89532], [-3.95497, 2.11916, -7.02071], [3.98530, 0.11908, -6.20684], [4.26455, -0.56153, -6.81922], [4.16980, 0.94112, -6.66121], [5.46309, -3.60612, 5.33342], [4.64296, -3.54108, 4.84416], [5.42061, -2.89175, 5.96912], [3.86977, -3.77874, 3.24550], [3.01976, -4.02871, 3.60775], [3.66039, -3.35109, 2.41513], [5.09488, 3.81394, 2.04163], [5.82035, 3.37442, 1.59806], [5.49047, 4.20171, 2.82226], [7.98200, 1.31376, 2.50243], [7.90600, 1.95317, 1.79417], [7.33855, 0.63882, 2.28647], [5.68294, -0.10675, 5.35826], [5.15362, -0.01715, 4.56578], [6.57982, 0.05904, 5.06782], [7.68977, 3.27574, 0.45024], [7.09235, 3.04541, -0.26129], [7.69340, 4.23288, 0.46020], [4.81897, -1.52193, 7.24560], [5.09274, -0.77063, 6.71947], [3.86797, -1.55398, 7.14157], [6.72493, -2.50096, 0.07260], [5.81507, -2.77284, 0.19287], [7.14040, -2.67260, 0.91768], [3.86879, -1.18696, 0.35502], [4.27943, -0.73534, -0.38230], [2.96112, -0.88316, 0.34713], [5.59992, -0.58071, 2.51247], [5.98701, -1.42256, 2.27228], [4.70059, -0.62886, 2.18826]],
  "lowdin_charge": [-0.0713, -0.3948, -0.0365, 0.0829, 0.0644, 0.0670, 0.0976, 0.1037, 0.0866, -0.0588, -0.2839, -0.0975, 0.0701, 0.0723, 0.0632, 0.0941, 0.0935, 0.0682, -0.0672, -0.3090, -0.0776, 0.0712, 0.0464, 0.0766, 0.0945, 0.1173, 0.0660, -0.0500, -0.2595, -0.1082, 0.0568, 0.0559, 0.0607, 0.0909, 0.1187, 0.0650, -0.0854, -0.3494, -0.0617, 0.0681, 0.0700, 0.0498, 0.1175, 0.1003, 0.0874, -0.1085, -0.3470, -0.0586, 0.0696, 0.0766, 0.0656, 0.0970, 0.1156, 0.0360, -0.0875, -0.2949, -0.0835, 0.0529, 0.0673, 0.0738, 0.1178, 0.1107, 0.0948, -0.0801, -0.3252, -0.0705, 0.0706, 0.0784, 0.0710, 0.1049, 0.1143, 0.1085, -0.0369, -0.3427, -0.0792, 0.0777, 0.0523, 0.0565, 0.0976, 0.1063, 0.0630, -0.0448, -0.5098, -0.0970, -0.1385, -0.1361, -0.4615, -0.1260, 0.0031, -0.0382, -0.0028, -0.0460, 0.0767, 0.0770, 0.0944, 0.1094, 0.1094, 0.1093, 0.0956, 0.1157, 0.1166, 0.0688, 0.0808, 0.0687, 0.0910, 0.0819, 0.0749, 0.0657, 0.0942, 0.0806, 0.0596, -0.0522, -0.4894, -0.0830, -0.1496, -0.1467, -0.4579, -0.1302, 0.0083, -0.0436, -0.0145, -0.0240, 0.0777, 0.0830, 0.0813, 0.1048, 0.0961, 0.0766, 0.0795, 0.1197, 0.0992, 0.0847, 0.0904, 0.0608, 0.0744, 0.0714, 0.0698, 0.0861, 0.0464, 0.0705, 0.1113, -0.0083, -0.4245, -0.1048, -0.1754, -0.1197, -0.4473, -0.1084, -0.0071, -0.0298, -0.0135, -0.0046, 0.0779, 0.0683, 0.0625, 0.1117, 0.1047, 0.0934, 0.1080, 0.1115, 0.1045, 0.0696, 0.0569, 0.0757, 0.0539, 0.0815, 0.0604, 0.0551, 0.0934, 0.0652, 0.0372, -0.0370, -0.4683, -0.1446, -0.1469, -0.1214, -0.4433, -0.1070, -0.0155, -0.0212, -0.0507, -0.0084, 0.0743, 0.0770, 0.0859, 0.1065, 0.1140, 0.1015, 0.0994, 0.1058, 0.0880, 0.0684, 0.0781, 0.0533, 0.0535, 0.0795, 0.0757, 0.0722, 0.0730, 0.0588, 0.0457, -0.0294, -0.4845, -0.1442, -0.1932, -0.1265, -0.4986, -0.0914, -0.0029, -0.0552, -0.0445, -0.0311, 0.0703, 0.0798, 0.0814, 0.1096, 0.1057, 0.1104, 0.1139, 0.1130, 0.1206, 0.0786, 0.0964, 0.0798, 0.0786, 0.0649, 0.0755, 0.0844, 0.0865, 0.0714, 0.0891, -0.0145, -0.5149, -0.1594, -0.1743, -0.1173, -0.4576, -0.0862, -0.0345, -0.0563, -0.0511, -0.0165, 0.0896, 0.0677, 0.0697, 0.1248, 0.0917, 0.1063, 0.1057, 0.1159, 0.1175, 0.0748, 0.0813, 0.0874, 0.0851, 0.0881, 0.0621, 0.0553, 0.0841, 0.0755, 0.1014, -0.0354, 0.0595, 0.0563, -0.0756, -0.0390, -0.0197, -0.0315, 0.0131, 0.0362, -0.0497, -0.0123, 0.0321, -0.0584, -0.0277, -0.0156, -0.0309, 0.0366, 0.0668, -0.0380, -0.0022, 0.0493, -0.0711, -0.0303, -0.0094, -0.0413, 0.0066, 0.0361, -0.0479, 0.0436, -0.0044, -0.0338, 0.0348, -0.0052]
}